The following is a DFT calculation (the ωB97M-V functional and the def2-TZVPD basis) of a molecular structure, C38H32Br2CrN6O6S2 in a non-equilibrium geometry.

The calculation puts the HOMO-LUMO gap (spin up / spin down) at 7.15 / 7.13 eV. Its HOMO energy (spin up / spin down) is -5.0 / -5.1 eV. The electronic energy comes out at -251333.633 eV. As for the net charge: -1. For the strongest force on any atom, the calculation gives 1.051 eV/Å. The spin multiplicity is 2. As for the expectation value of S²: 0.759.

Geometry (Å):
1 Cr -0.38718 0.25104 -0.88804
2 O 1.81506 2.56809 4.35816
3 C 0.81974 1.69274 4.51917
4 C 0.41456 1.41131 5.82678
5 C -0.60352 0.51253 6.07356
6 C -1.24625 -0.12844 5.01925
7 C -0.85656 0.14368 3.72032
8 C 0.17327 1.04553 3.44259
9 C 0.52268 1.27912 2.00587
10 O -0.12284 0.61216 1.13222
11 N 1.51705 2.12905 1.80630
12 N 1.83872 2.33700 0.50499
13 C 2.87771 2.97932 0.23094
14 S 4.10163 3.56206 1.40786
15 C 5.06958 4.47140 0.17036
16 C 4.99926 3.69800 -1.13103
17 S 3.24710 3.35944 -1.45631
18 H 1.95434 2.63437 3.36397
19 H 0.92360 1.91998 6.63611
20 H -0.90393 0.30927 7.09504
21 H -2.04745 -0.83168 5.21036
22 H -1.34009 -0.33515 2.88181
23 H 6.08873 4.55765 0.54835
24 H 4.63944 5.46548 0.05311
25 H 5.53909 2.75294 -1.05760
26 H 5.37942 4.27751 -1.97269
27 Br -1.18814 5.34141 -1.14033
28 C -2.40159 3.92050 -0.85626
29 C -3.73914 4.22696 -0.58553
30 C -4.66185 3.23275 -0.39971
31 Br -6.47501 3.71752 -0.06839
32 C -4.29171 1.87305 -0.46782
33 C -5.16046 0.76885 -0.34381
34 C -4.66096 -0.49436 -0.51479
35 C -3.29518 -0.67306 -0.75817
36 N -2.44199 0.32628 -0.80396
37 C -2.92933 1.58896 -0.70164
38 C -1.93902 2.60652 -0.92755
39 O -0.74727 2.23710 -1.21056
40 H -4.03887 5.26369 -0.53124
41 H -6.20829 0.93275 -0.13308
42 H -5.30423 -1.36094 -0.44884
43 H -2.88652 -1.65806 -0.92710
44 C 3.89279 0.23328 -0.47742
45 C 4.31404 0.53808 -1.76582
46 C 3.37176 0.65897 -2.76534
47 C 2.02161 0.49617 -2.46677
48 N 1.62218 0.26079 -1.20370
49 C 2.53885 0.10806 -0.24901
50 C 0.92976 0.49796 -3.44258
51 C 1.12207 0.65281 -4.81080
52 C 0.04326 0.56404 -5.67554
53 C -1.22661 0.32877 -5.16466
54 C -1.41224 0.19321 -3.79448
55 C -0.34468 0.25912 -2.90141
56 H 4.59195 0.10904 0.33728
57 H 5.36647 0.67473 -1.98308
58 H 3.67328 0.87375 -3.78075
59 H 2.16470 -0.10480 0.74295
60 H 2.11000 0.84224 -5.21476
61 H 0.18944 0.67476 -6.74318
62 H -2.07588 0.25666 -5.83460
63 H -2.41793 0.03180 -3.41905
64 C -3.05268 -4.66807 -0.03786
65 C -2.07677 -4.59606 1.13472
66 C -0.73696 -3.93479 0.77905
67 C 0.16352 -3.94093 2.04083
68 C 1.55791 -3.35211 1.83096
69 C -0.06114 -4.77260 -0.28058
70 O 0.02030 -5.98547 -0.22225
71 N 0.47585 -4.06654 -1.30903
72 C 0.53977 -2.66080 -1.44975
73 O 1.29546 -2.25591 -2.30685
74 N -0.24767 -1.88350 -0.63766
75 C -0.96031 -2.47213 0.38348
76 O -1.78296 -1.85029 1.03033
77 H -3.95079 -5.21599 0.25045
78 H -2.60706 -5.18728 -0.88895
79 H -3.35174 -3.66809 -0.35510
80 H -1.85430 -5.60558 1.48151
81 H -2.52496 -4.03158 1.95179
82 H 0.24699 -4.97696 2.37492
83 H -0.35931 -3.37108 2.81176
84 H 2.12195 -3.91816 1.08652
85 H 2.12015 -3.37467 2.76490
86 H 1.49798 -2.31495 1.49883
87 H 1.00837 -4.57024 -2.00195


The following is a DFT calculation (the ωB97M-V functional and the def2-TZVPD basis) of a single C2H5N3O3 molecule.

The calculation puts the HOMO-LUMO gap at 11.15 eV. Its HOMO energy is -10.6 eV. The electronic energy comes out at -12764.857 eV. As for the net charge: 0. For the strongest force on any atom, the calculation gives 0.927 eV/Å. Its SMILES is CN(C(N)=O)[N+](=O)[O-]. The energy above the lowest of the compared OMol25 structures with the same formula, charge and spin is 63.3 kcal per mole.

Geometry (Å):
1 C 0.69622 1.07962 -0.50003
2 N -0.36566 0.14724 -0.18872
3 C -0.22338 -0.79235 0.87881
4 N 1.02659 -1.31103 0.93120
5 O -1.09685 -1.02290 1.66169
6 N -1.60304 0.35359 -0.76906
7 O -2.42029 -0.50537 -0.61542
8 O -1.72122 1.35510 -1.42523
9 H 1.29907 0.72202 -1.33854
10 H 0.24275 2.03063 -0.78319
11 H 1.32360 1.22800 0.37597
12 H 1.65472 -1.26062 0.14913
13 H 1.18748 -2.02390 1.62339


The following is a DFT calculation (the ωB97M-V functional and the def2-TZVPD basis) of a molecular structure, C4H8N4 in a non-equilibrium geometry.

The calculation puts the HOMO-LUMO gap at 7.87 eV. Its HOMO energy is -7.6 eV. The electronic energy comes out at -10227.049 eV. As for the net charge: 0. For the strongest force on any atom, the calculation gives 9.436 eV/Å. The energy above the lowest of the compared OMol25 structures with the same formula, charge and spin is 258.1 kcal per mole.

Geometry (Å):
1 C -1.28237 -0.78805 2.03092
2 C 0.03969 0.43840 -0.00711
3 C -0.23918 -0.76132 -0.67867
4 C 1.28230 0.84543 -0.35707
5 H -0.94733 -0.87569 3.22109
6 H -2.66053 -0.99762 2.04375
7 H -0.62427 -1.86550 1.28640
8 H -1.42607 -0.99018 -0.75847
9 H 0.50790 -1.69399 -2.42191
10 H 3.01612 -0.29409 -2.02717
11 H 1.09619 1.98018 -0.88138
12 H 2.16273 0.85824 0.37581
13 N -1.52976 0.62084 1.62606
14 N -0.98428 1.18785 0.65656
15 N 0.91562 -1.14365 -1.48570
16 N 1.60880 0.11665 -1.76358


The following is a DFT calculation (the ωB97M-V functional and the def2-TZVPD basis) of a gas-phase ion, C7H16NS (charge +1) in a non-equilibrium geometry.

The calculation puts the HOMO-LUMO gap at 8.15 eV. Its HOMO energy is -12.6 eV. The electronic energy comes out at -19835.099 eV. As for the net charge: +1. For the strongest force on any atom, the calculation gives 5.180 eV/Å. Its SMILES is CC(C)=[NH+]CC(C)(C)S. The energy above the lowest of the compared OMol25 structures with the same formula, charge and spin is 61.5 kcal per mole.

Geometry (Å):
1 C 1.99759 -1.70091 0.04441
2 C 1.73208 -0.34644 0.53195
3 C 2.88633 0.61758 0.61552
4 N 0.56692 0.17239 0.71610
5 C -0.69340 -0.46483 0.95326
6 C -1.80298 0.02112 -0.01881
7 C -1.62055 -0.31634 -1.51441
8 C -1.80904 1.51890 0.16623
9 S -3.47742 -0.52616 0.59821
10 H 1.31500 -2.06533 -0.84748
11 H 1.85875 -2.40548 0.75781
12 H 2.97987 -1.91062 -0.11440
13 H 3.07854 1.05945 -0.27089
14 H 3.61572 0.01395 1.15327
15 H 2.72517 1.58942 1.12240
16 H 0.36397 1.14048 0.86108
17 H -1.17067 -0.23610 2.00807
18 H -0.74472 -1.61832 0.90004
19 H -1.55858 -1.44160 -1.81877
20 H -0.67298 0.15643 -1.82850
21 H -2.54524 -0.08411 -1.94365
22 H -0.92550 2.08851 -0.29723
23 H -1.63854 1.87760 1.10855
24 H -2.74906 2.12558 -0.24142
25 H -4.18813 0.57682 0.28553


The following is a DFT calculation (the ωB97M-V functional and the def2-TZVPD basis) of a molecular structure, FO2PTl in a non-equilibrium geometry.

The calculation puts the HOMO-LUMO gap (spin up / spin down) at 8.16 / 8.16 eV. Its HOMO energy (spin up / spin down) is -14.5 / -14.5 eV. The electronic energy comes out at -20785.225 eV. As for the net charge: +1. For the strongest force on any atom, the calculation gives 1.971 eV/Å.

Geometry (Å):
1 P 1.56907 0.67889 0.13542
2 F 1.99713 -0.83672 0.27628
3 O 0.01678 0.64435 0.25838
4 Tl -2.84612 0.02090 -0.78739
5 O -0.73687 -0.50742 0.11731


The following is a DFT calculation (the ωB97M-V functional and the def2-TZVPD basis) of 2 unconnected molecules or ions with the total composition C10H15N2O in a non-equilibrium geometry.

The calculation puts the HOMO-LUMO gap at 8.79 eV. Its HOMO energy is -11.9 eV. The electronic energy comes out at -15629.754 eV. As for the net charge: +1. For the strongest force on any atom, the calculation gives 4.355 eV/Å. The energy above the lowest of the compared OMol25 structures with the same formula, charge and spin is 86.7 kcal per mole.

Geometry (Å):
1 C 3.61188 -0.17746 1.21870
2 C 4.32021 0.27759 0.13454
3 C 2.18203 -0.15758 1.11802
4 C 3.64293 0.78438 -0.92549
5 C 1.54540 0.15881 -0.04431
6 C -1.17934 1.35600 0.54923
7 C -0.83593 -0.00313 0.05864
8 C -2.29425 1.66599 1.43417
9 C -3.20043 -1.83024 -0.75007
10 C -1.68205 -2.04308 -0.84217
11 N 2.29852 0.60090 -1.05097
12 N -1.32494 0.82850 -0.85241
13 O -0.92971 -1.28929 0.23169
14 H 4.20855 -0.39995 2.13156
15 H 5.41446 0.37610 0.11762
16 H 1.62373 -0.33659 2.07199
17 H 4.16041 1.21381 -1.83707
18 H -0.30104 2.04621 0.47202
19 H -2.81280 2.56242 1.09658
20 H -1.68835 1.91589 2.39066
21 H -3.01535 0.82750 1.47901
22 H -3.65149 -1.77621 0.21532
23 H -3.39333 -0.72656 -1.20264
24 H -3.63805 -2.62042 -1.32758
25 H -1.23431 -1.84132 -1.86360
26 H -1.54615 -3.17773 -0.64039
27 H -2.02198 0.82348 -1.56655
28 H 1.74140 0.94197 -1.81649